(1)
The following is a quantum chemistry calculation of a molecular structure, C15H10GaNO7, from OMol25.

## Properties
Net charge   0
Kohn-Sham gap   7.565 eV
HOMO level   -8.51 eV
Largest force on an atom   0.43 eV/A

Positions of all 34 atoms, in Å:
1 Ga 1.355 -0.364 -1.020
2 O 2.714 1.685 4.536
3 C 2.365 1.341 3.292
4 C 1.198 1.810 2.678
5 C 0.894 1.373 1.406
6 N 1.695 0.514 0.781
7 C 2.856 0.137 1.306
8 C 3.232 0.514 2.574
9 C 3.733 -0.631 0.314
10 O 4.847 -0.963 0.628
11 O 3.159 -0.831 -0.846
12 C -0.263 1.943 0.616
13 O -0.788 2.962 0.972
14 O -0.937 -0.118 -0.161
15 H 2.061 2.267 4.934
16 H 0.543 2.521 3.165
17 H 4.178 0.199 2.990
18 C -1.840 1.859 -1.364
19 C -0.651 1.200 -0.696
20 O 0.421 1.128 -1.579
21 C -1.576 -1.054 -0.977
22 C -2.953 -1.153 -1.026
23 C -3.541 -2.167 -1.766
24 C -2.741 -3.086 -2.430
25 C -1.360 -2.998 -2.365
26 C -0.757 -1.975 -1.641
27 O 0.586 -1.905 -1.561
28 H -1.512 2.825 -1.741
29 H -2.651 2.007 -0.654
30 H -2.167 1.246 -2.200
31 H -3.561 -0.441 -0.483
32 H -4.619 -2.242 -1.815
33 H -3.193 -3.888 -3.001
34 H -0.724 -3.715 -2.867

Atomic partial charges in e from the natural (NBO) method, atoms 1 to 6:
1. Ga 2.001
2. O -0.628
3. C 0.374
4. C -0.278
5. C 0.158
6. N -0.570

***

(2)
The following is a quantum chemistry calculation of a molecular structure, C15H10N5O7 at a distorted geometry, from OMol25.

## Properties
Energy relative to the best compared isomer or geometry (same formula, charge and spin)   0.5440 eV
Net charge   -1
Kohn-Sham gap   6.677 eV
HOMO level   -4.68 eV
Largest force on an atom   3.64 eV/A

Positions of all 37 atoms, in Å:
1 C 2.790 0.854 1.844
2 C 1.470 1.416 1.286
3 C 0.353 0.469 1.109
4 C -0.947 0.937 1.588
5 C -1.341 2.290 1.762
6 C -2.641 2.635 2.174
7 C -3.586 1.628 2.419
8 C -3.218 0.283 2.289
9 C -1.906 -0.063 1.937
10 O 1.432 2.611 1.004
11 H 3.109 -0.162 1.520
12 H 3.607 1.546 1.606
13 H 2.677 0.827 2.945
14 H 0.596 -0.530 1.510
15 H -0.603 3.091 1.661
16 H -2.909 3.693 2.287
17 H -4.604 1.888 2.709
18 H -3.940 -0.520 2.444
19 H -1.587 -1.099 2.015
20 O 1.522 -1.411 -5.575
21 N 1.762 -1.587 -4.391
22 C 1.211 -1.067 -3.218
23 C 1.949 -1.595 -2.150
24 N 2.938 -2.438 -2.632
25 O 2.861 -2.339 -4.005
26 C 1.432 -1.449 -0.792
27 N 1.861 -2.330 0.266
28 O 2.854 -3.066 0.114
29 O 1.220 -2.357 1.366
30 C 0.181 -0.733 -0.492
31 C -0.455 -0.180 -1.671
32 N -1.806 0.105 -1.846
33 O -2.743 0.268 -1.057
34 O -2.068 0.146 -3.235
35 N -0.938 -0.117 -3.956
36 C 0.030 -0.308 -2.994
37 H -0.566 -1.333 0.159

Atomic partial charges in e from the natural (NBO) method, atoms 1 to 6:
1. C -0.714
2. C 0.575
3. C -0.401
4. C 0.052
5. C -0.243
6. C -0.216

***

(3)
The following is a quantum chemistry calculation of a molecular structure, C15H11AsF6NO7S4SnTe, from OMol25.

## Properties
Spin multiplicity   2
Energy relative to the best compared isomer or geometry (same formula, charge and spin)   0.2221 eV
Net charge   -2
Kohn-Sham gap (spin up / spin down)   6.514 / 6.040 eV
HOMO level (spin up / spin down)   -2.48 / -2.67 eV
Largest force on an atom   0.60 eV/A
Expectation value of S²   0.759

Positions of all 47 atoms, in Å:
1 Sn -0.926 -0.942 0.182
2 O -0.309 -5.080 -1.818
3 S -0.651 -3.683 -1.929
4 O -1.900 -3.382 -2.577
5 O -0.493 -2.998 -0.608
6 C 0.633 -2.946 -2.958
7 C 1.543 -3.842 -3.495
8 C 2.489 -3.439 -4.429
9 C 2.509 -2.129 -4.859
10 C 1.615 -1.215 -4.319
11 C 0.688 -1.606 -3.365
12 S -0.085 -0.213 -2.540
13 O -1.432 -0.588 -2.016
14 O -0.102 0.869 -3.484
15 O 0.758 -0.023 -1.351
16 H 1.495 -4.868 -3.160
17 H 3.210 -4.153 -4.805
18 H 3.242 -1.797 -5.584
19 H 1.657 -0.174 -4.603
20 O -2.166 1.002 0.619
21 N -3.281 1.146 -0.067
22 C -3.596 2.385 -0.502
23 C -4.744 2.625 -1.206
24 C -5.586 1.547 -1.492
25 C -5.248 0.294 -1.052
26 C -4.074 0.059 -0.310
27 S -3.616 -1.474 0.279
28 H -2.858 3.127 -0.242
29 H -4.961 3.630 -1.536
30 H -6.488 1.693 -2.073
31 H -5.858 -0.568 -1.277
32 F 3.564 -1.623 -0.258
33 As 5.211 -1.063 -0.156
34 F 5.291 -1.586 1.503
35 F 4.635 0.494 0.375
36 F 6.855 -0.497 -0.059
37 F 5.124 -0.528 -1.812
38 F 5.789 -2.621 -0.674
39 Te 1.752 0.213 1.847
40 C 1.733 1.155 3.716
41 C 1.098 0.785 4.874
42 C 1.373 1.645 5.971
43 C 2.227 2.657 5.640
44 S 2.669 2.569 3.991
45 H 0.451 -0.079 4.931
46 H 0.964 1.510 6.963
47 H 2.619 3.427 6.284

Atomic partial charges in e from the natural (NBO) method, atoms 1 to 6:
1. Sn 1.351
2. O -0.988
3. S 2.435
4. O -0.969
5. O -1.072
6. C -0.338

***

(4)
The following is a quantum chemistry calculation of C15H11BrN4O in the gas phase at a distorted geometry, from OMol25.

## Properties
Net charge   0
Kohn-Sham gap   7.918 eV
HOMO level   -8.62 eV
SMILES   Brc1ccc(C2=Nc3ncnn3[C@@H](c3ccco3)C2)cc1
Largest force on an atom   5.08 eV/A

Positions of all 32 atoms, in Å:
1 Br 4.298 1.524 -4.607
2 C 3.490 0.635 -3.138
3 C 4.134 0.478 -1.942
4 C 3.259 0.356 -0.829
5 C 1.823 0.024 -1.043
6 C 0.938 -0.299 0.078
7 N 1.490 -0.950 1.131
8 C 0.695 -1.216 2.189
9 N 0.880 -1.958 3.212
10 C -0.238 -1.881 3.971
11 N -1.184 -1.086 3.528
12 N -0.679 -0.766 2.343
13 C -1.336 0.132 1.306
14 C -1.356 1.468 1.844
15 C -0.499 2.082 2.715
16 C -0.979 3.430 2.925
17 C -2.190 3.540 2.259
18 O -2.385 2.362 1.541
19 C -0.523 0.077 0.012
20 C 1.358 -0.058 -2.366
21 C 2.221 0.165 -3.379
22 H 5.174 0.776 -1.856
23 H 3.803 0.402 0.122
24 H -0.461 -2.491 4.887
25 H -2.367 -0.181 1.192
26 H 0.378 1.626 3.089
27 H -0.451 4.157 3.458
28 H -2.835 4.405 2.145
29 H -0.978 -0.750 -0.593
30 H -0.666 1.021 -0.418
31 H 0.271 -0.273 -2.498
32 H 1.849 0.182 -4.345

Atomic partial charges in e from the natural (NBO) method, atoms 1 to 6:
1. Br 0.063
2. C -0.031
3. C -0.251
4. C -0.125
5. C -0.118
6. C 0.341

***

(5)
The following is a quantum chemistry calculation of C15H11ClFNO2 in the gas phase at a distorted geometry, from OMol25.

## Properties
Energy relative to the best compared isomer or geometry (same formula, charge and spin)   0.0401 eV
Net charge   0
Kohn-Sham gap   8.769 eV
HOMO level   -8.25 eV
SMILES   Cc1ccc2c(c1)CC(=O)N2c1c(F)cc(O)cc1Cl
Largest force on an atom   4.37 eV/A

Positions of all 31 atoms, in Å:
1 C -0.847 4.599 -1.760
2 C -0.648 3.237 -1.123
3 C 0.087 2.247 -1.788
4 C 0.201 0.978 -1.245
5 C -0.279 0.717 0.025
6 C -0.992 1.684 0.703
7 C -1.238 2.952 0.133
8 C -1.470 1.162 2.055
9 C -0.731 -0.168 2.052
10 O -0.854 -0.966 3.002
11 N -0.048 -0.398 0.847
12 C 0.515 -1.620 0.439
13 C -0.186 -2.535 -0.389
14 F -1.426 -2.175 -0.889
15 C 0.313 -3.837 -0.645
16 C 1.520 -4.197 -0.014
17 O 2.027 -5.476 -0.193
18 C 2.234 -3.280 0.795
19 C 1.731 -1.990 0.987
20 Cl 2.731 -0.851 1.885
21 H -1.872 4.675 -2.107
22 H -0.701 5.423 -1.054
23 H -0.139 4.722 -2.583
24 H 0.547 2.479 -2.744
25 H 0.740 0.247 -1.823
26 H -1.776 3.710 0.657
27 H -2.537 1.050 2.144
28 H -1.119 1.797 2.863
29 H -0.310 -4.521 -1.206
30 H 1.312 -6.151 -0.277
31 H 3.214 -3.515 1.254

Atomic partial charges in e from the natural (NBO) method, atoms 1 to 6:
1. C -0.627
2. C -0.022
3. C -0.194
4. C -0.260
5. C 0.217
6. C -0.040

***

(6)
The following is a quantum chemistry calculation of a molecular structure, C15H11F6IrN2OS5SbSe2 at a distorted geometry, from OMol25.

## Properties
Spin multiplicity   2
Energy relative to the best compared isomer or geometry (same formula, charge and spin)   0.0594 eV
Net charge   -2
Kohn-Sham gap (spin up / spin down)   6.046 / 6.110 eV
HOMO level (spin up / spin down)   -1.83 / -2.32 eV
Largest force on an atom   1.00 eV/A
Expectation value of S²   0.757

Positions of all 44 atoms, in Å:
1 Ir -0.125 0.607 0.061
2 Se -2.944 0.066 1.271
3 Se -1.567 1.363 3.444
4 C -0.615 2.633 2.429
5 C -0.551 3.918 3.002
6 C 0.211 4.914 2.441
7 C 0.909 4.616 1.277
8 C 0.766 3.364 0.737
9 N 0.007 2.375 1.255
10 C -1.757 -1.311 1.769
11 C -2.157 -2.497 2.378
12 C -1.196 -3.415 2.754
13 C 0.141 -3.134 2.502
14 C 0.453 -1.945 1.868
15 N -0.471 -1.051 1.528
16 H -1.112 4.084 3.910
17 H 0.265 5.895 2.899
18 H 1.558 5.322 0.781
19 H 1.316 3.135 -0.157
20 H -3.210 -2.668 2.551
21 H -1.483 -4.343 3.234
22 H 0.930 -3.826 2.760
23 H 1.473 -1.685 1.609
24 S 4.102 -0.285 -2.931
25 Sb 3.177 1.314 -1.618
26 S 2.147 0.545 0.404
27 S 1.073 2.125 -2.652
28 S 4.396 3.167 -1.136
29 S -1.637 2.529 -1.793
30 C -0.183 1.825 -1.495
31 C 1.136 -1.578 -2.482
32 C -0.353 -1.678 -2.162
33 O -0.758 -0.924 -1.114
34 C -0.681 -3.152 -1.787
35 F -1.992 -3.373 -1.610
36 F -0.259 -4.061 -2.701
37 F -0.070 -3.479 -0.635
38 C -1.173 -1.287 -3.420
39 F -2.480 -1.165 -3.171
40 F -0.751 -0.122 -3.925
41 F -1.054 -2.202 -4.421
42 H 1.715 -1.872 -1.607
43 H 1.383 -0.543 -2.714
44 H 1.421 -2.200 -3.332

Atomic partial charges in e from the natural (NBO) method, atoms 1 to 6:
1. Ir 0.877
2. Se -0.017
3. Se -0.106
4. C 0.057
5. C -0.286
6. C -0.164